[1]
{"formula": "C51H43ClGeHfN13O7", "method": "ωB97M-V with the def2-TZVPD basis set", "species": ["Hf", "O", "C", "O", "C", "C", "C", "N", "C", "C", "C", "C", "C", "C", "C", "N", "C", "C", "C", "C", "C", "N", "H", "H", "H", "H", "H", "H", "H", "H", "H", "H", "C", "N", "C", "N", "C", "N", "C", "C", "C", "C", "C", "C", "C", "N", "N", "C", "O", "C", "C", "C", "C", "C", "C", "N", "C", "N", "C", "N", "C", "H", "H", "H", "H", "H", "H", "H", "H", "H", "H", "H", "H", "H", "H", "H", "H", "O", "C", "O", "C", "C", "Cl", "N", "N", "C", "C", "O", "O", "C", "C", "C", "C", "C", "C", "H", "H", "H", "H", "H", "H", "C", "Ge", "C", "C", "C", "H", "H", "H", "H", "H", "H", "H", "H", "H", "H", "H"], "xyz": [[-0.378, 0.204, -0.052], [-6.924, 2.085, -1.457], [-6.507, 2.026, -0.295], [-7.040, 2.005, 0.827], [-4.985, 1.730, -0.207], [-4.302, 1.927, 0.997], [-3.025, 1.472, 1.119], [-2.422, 0.778, 0.116], [-3.085, 0.546, -1.049], [-4.359, 1.037, -1.231], [-2.368, -0.312, -2.006], [-2.830, -0.467, -3.251], [-2.298, -1.516, -4.101], [-1.221, -2.187, -3.711], [-0.423, -1.736, -2.517], [-1.249, -1.016, -1.473], [-2.204, 1.539, 2.340], [-2.343, 2.518, 3.242], [-1.617, 2.958, 4.523], [0.960, 2.257, 4.677], [0.525, 1.092, 3.848], [-1.312, 0.367, 2.430], [-4.836, 2.383, 1.821], [-4.923, 0.878, -2.141], [-3.665, 0.126, -3.591], [-2.827, -1.778, -5.009], [-0.841, -3.034, -4.271], [0.000, -2.622, -2.047], [-3.084, 3.246, 2.926], [-2.042, 3.938, 4.729], [1.838, 2.379, 5.291], [1.341, 0.419, 3.569], [-0.768, -2.307, 6.391], [-1.020, -2.540, 4.965], [-0.339, -2.083, 3.906], [-0.962, -2.390, 2.785], [-2.059, -3.069, 3.240], [-2.140, -3.178, 4.551], [0.697, -2.463, 6.723], [1.320, -1.653, 7.664], [2.657, -1.845, 7.977], [3.407, -2.814, 7.330], [2.802, -3.610, 6.366], [1.444, -3.451, 6.090], [3.537, -4.590, 5.548], [4.432, -5.469, 5.827], [4.641, -6.212, 4.652], [3.855, -5.710, 3.774], [3.134, -4.665, 4.255], [3.524, -6.126, 2.407], [3.397, -7.472, 2.086], [2.880, -7.833, 0.846], [2.511, -6.854, -0.062], [2.712, -5.512, 0.243], [2.445, -4.497, -0.819], [2.222, -3.154, -0.285], [1.100, -2.575, 0.065], [1.321, -1.279, 0.281], [2.676, -1.140, 0.055], [3.253, -2.256, -0.286], [3.211, -5.152, 1.477], [-1.371, -3.036, 6.927], [-1.130, -1.316, 6.661], [0.615, -1.583, 3.993], [-2.807, -3.496, 2.589], [0.758, -0.872, 8.165], [3.125, -1.219, 8.726], [4.457, -2.949, 7.561], [0.971, -4.112, 5.373], [3.665, -8.221, 2.821], [2.741, -8.877, 0.599], [2.091, -7.138, -1.022], [1.592, -4.787, -1.426], [3.297, -4.389, -1.485], [0.156, -3.085, 0.213], [3.211, -0.207, 0.153], [3.353, -4.108, 1.735], [3.242, 4.657, -1.705], [3.094, 4.815, -0.398], [3.590, 5.722, 0.204], [2.267, 3.799, 0.338], [2.062, 3.800, 1.712], [2.623, 4.831, 2.916], [1.271, 2.759, 2.028], [0.915, 2.071, 0.931], [1.517, 2.699, -0.078], [1.133, 2.240, -1.450], [1.801, 2.467, -2.423], [-0.012, 1.571, -1.440], [0.651, 2.445, 3.258], [-0.109, 3.225, 4.262], [-1.752, 2.192, 5.839], [-1.679, 0.869, 6.003], [-1.638, 0.087, 4.765], [-0.799, 0.416, 3.793], [2.802, 3.852, -2.044], [0.177, 4.268, 4.347], [-1.876, 2.825, 6.714], [-1.831, 0.416, 6.977], [-2.510, -0.524, 4.528], [-1.921, -0.450, 2.332], [3.644, -0.902, -4.158], [1.878, -1.670, -4.446], [1.226, -1.185, -6.208], [1.976, -3.622, -4.309], [0.734, -0.875, -3.044], [4.321, -1.182, -4.967], [4.075, -1.244, -3.214], [3.570, 0.188, -4.138], [1.831, -1.692, -6.962], [1.313, -0.108, -6.364], [0.183, -1.475, -6.344], [1.852, -4.040, -5.309], [1.204, -4.060, -3.671], [2.957, -3.928, -3.940], [0.323, 0.041, -3.474], [1.418, -0.578, -2.240]], "largest_force_ev_per_a": 1.63, "lumo_energy_ev": -3.87, "total_charge": 1, "e_homo_ev": -9.9, "e_above_lowest_kcal_mol": 144.5, "gap_ha": 0.2214}

[2]
{"formula": "C51H43N6O3ReS6Si", "method": "ωB97M-V with the def2-TZVPD basis set", "species": ["Re", "S", "C", "C", "C", "C", "N", "C", "C", "C", "S", "C", "N", "H", "H", "C", "Si", "C", "C", "C", "C", "C", "C", "N", "C", "S", "H", "H", "H", "H", "H", "H", "H", "H", "H", "H", "H", "H", "N", "C", "C", "C", "C", "C", "C", "S", "O", "O", "N", "C", "S", "C", "C", "N", "H", "H", "H", "H", "H", "H", "H", "H", "O", "S", "C", "C", "C", "C", "C", "C", "C", "C", "C", "C", "C", "C", "H", "H", "H", "H", "H", "H", "H", "H", "H", "H", "C", "C", "C", "C", "C", "C", "C", "C", "C", "C", "C", "C", "C", "C", "H", "H", "H", "H", "H", "H", "H", "H", "H", "H", "H"], "xyz": [[-0.741, 0.470, -0.215], [0.592, 2.415, 0.710], [2.166, 1.779, 0.706], [3.218, 2.543, 1.275], [4.502, 2.099, 1.413], [5.343, 3.044, 2.069], [5.938, 3.943, 2.447], [4.822, 0.860, 0.899], [3.829, 0.021, 0.376], [2.512, 0.488, 0.299], [1.255, -0.626, -0.181], [6.204, 0.350, 1.041], [7.328, 0.022, 1.094], [2.893, 3.461, 1.786], [3.999, -0.971, -0.010], [-2.117, 2.276, 5.164], [-3.562, 1.379, 4.332], [-5.126, 2.108, 5.148], [-3.527, -0.508, 4.523], [-3.648, 1.751, 2.504], [-4.489, 2.656, 1.900], [-4.377, 3.052, 0.582], [-3.362, 2.526, -0.155], [-2.528, 1.617, 0.368], [-2.646, 1.263, 1.622], [-1.446, -0.007, 1.985], [-1.226, 2.321, 4.495], [-1.704, 1.809, 6.091], [-2.361, 3.295, 5.483], [-5.188, 1.672, 6.130], [-6.010, 1.768, 4.514], [-5.002, 3.160, 5.226], [-3.769, -0.696, 5.566], [-2.545, -0.955, 4.248], [-4.362, -0.945, 3.901], [-5.245, 3.198, 2.455], [-4.979, 3.881, 0.113], [-3.063, 2.769, -1.142], [2.020, 8.322, -1.823], [2.191, 6.990, -2.156], [1.730, 6.528, -3.390], [1.937, 5.229, -3.794], [2.472, 4.312, -2.927], [2.889, 4.762, -1.698], [2.756, 6.054, -1.245], [2.734, 2.628, -3.305], [2.626, 2.525, -4.752], [3.976, 2.230, -2.703], [1.597, 1.861, -2.500], [0.324, 1.889, -2.935], [-0.257, 2.323, -4.579], [-1.872, 2.046, -4.082], [-1.901, 1.534, -2.851], [-0.676, 1.434, -2.150], [1.365, 8.764, -2.396], [1.880, 8.547, -0.842], [1.333, 7.291, -4.073], [1.652, 4.895, -4.782], [3.366, 4.049, -0.953], [3.046, 6.483, -0.322], [-2.709, 2.242, -4.767], [-2.782, 1.357, -2.349], [0.310, -5.219, 3.646], [0.776, -4.227, 2.654], [2.587, -4.190, 2.692], [3.267, -5.400, 2.877], [4.670, -5.346, 2.801], [5.289, -4.130, 2.518], [4.561, -2.919, 2.352], [3.211, -2.961, 2.413], [0.615, -4.974, 1.009], [0.747, -4.130, -0.114], [0.675, -4.764, -1.362], [0.653, -6.154, -1.499], [0.479, -6.929, -0.352], [0.420, -6.370, 0.894], [2.675, -6.276, 3.059], [5.217, -6.222, 2.973], [6.410, -4.072, 2.435], [5.249, -2.119, 2.177], [2.533, -2.138, 2.241], [0.872, -3.060, -0.175], [0.744, -4.226, -2.294], [0.587, -6.636, -2.511], [0.314, -7.959, -0.481], [0.316, -6.997, 1.791], [0.273, -1.308, -5.958], [1.076, -1.275, -4.787], [0.455, -1.304, -3.524], [-0.902, -1.600, -3.478], [-1.645, -1.699, -4.643], [-1.087, -1.436, -5.886], [-1.654, -1.895, -2.170], [-1.884, -1.200, -1.053], [-2.983, -1.728, -0.178], [-2.786, -2.756, 0.727], [-3.839, -3.250, 1.500], [-5.062, -2.583, 1.480], [-5.266, -1.588, 0.560], [-4.273, -1.123, -0.273], [0.741, -1.382, -6.919], [2.133, -1.033, -4.808], [1.004, -1.189, -2.589], [-2.679, -1.953, -4.518], [-1.663, -1.512, -6.758], [-2.308, -2.801, -2.305], [-1.775, -3.181, 0.706], [-3.578, -4.021, 2.128], [-5.886, -2.898, 2.094], [-6.239, -1.104, 0.530], [-4.630, -0.354, -1.012]], "largest_force_ev_per_a": 3.58, "lumo_energy_ev": [1.98, 0.97], "multiplicity": 4, "total_charge": -1, "e_homo_ev": [-5.0, -5.4], "s_squared": 3.782, "e_above_lowest_kcal_mol": 5.8, "gap_ha": [0.2564, 0.2343]}

[3]
{"formula": "C51H45MoN4O7STe", "method": "ωB97M-V with the def2-TZVPD basis set", "species": ["Mo", "C", "O", "C", "C", "C", "C", "C", "C", "C", "C", "C", "C", "C", "N", "C", "C", "C", "C", "C", "C", "C", "C", "C", "C", "O", "C", "C", "C", "C", "N", "C", "C", "C", "C", "C", "C", "O", "C", "C", "C", "C", "C", "C", "C", "N", "C", "C", "N", "C", "C", "C", "C", "O", "C", "C", "C", "H", "H", "H", "H", "H", "H", "H", "H", "H", "H", "H", "H", "H", "H", "H", "H", "H", "H", "H", "H", "H", "H", "H", "H", "H", "H", "H", "H", "H", "H", "H", "H", "H", "H", "H", "H", "C", "Te", "C", "H", "H", "H", "H", "H", "H", "C", "S", "O", "O", "O", "H", "H", "H"], "xyz": [[-0.088, -0.416, -0.505], [8.011, 4.366, -2.950], [7.162, 3.631, -3.812], [6.185, 2.888, -3.325], [5.433, 2.134, -4.256], [4.350, 1.390, -3.858], [3.974, 1.339, -2.505], [4.783, 2.019, -1.573], [5.842, 2.797, -1.966], [2.749, 0.768, -1.958], [1.500, 1.181, -2.458], [1.316, 1.945, -3.633], [0.042, 2.442, -3.602], [-0.551, 1.996, -2.400], [0.310, 1.121, -1.750], [-1.651, 2.583, -1.731], [-2.215, 1.942, -0.620], [-3.440, 2.279, -0.014], [-3.843, 1.186, 0.734], [-2.864, 0.210, 0.589], [-2.891, -1.184, 1.053], [-4.232, -1.650, 1.523], [-5.090, -2.253, 0.601], [-6.321, -2.731, 0.977], [-6.748, -2.642, 2.311], [-7.911, -3.221, 2.588], [-8.280, -3.461, 3.933], [-5.923, -1.967, 3.220], [-4.695, -1.473, 2.824], [-1.705, -1.513, 1.866], [-0.465, -1.199, 1.378], [0.440, -1.697, 2.312], [1.823, -1.728, 2.138], [2.639, -2.470, 3.093], [3.735, -1.869, 3.722], [4.519, -2.559, 4.613], [4.257, -3.914, 4.876], [4.949, -4.684, 5.698], [6.015, -4.157, 6.464], [3.180, -4.534, 4.210], [2.369, -3.822, 3.366], [2.469, -1.132, 1.038], [3.852, -1.304, 0.756], [4.118, -0.590, -0.376], [2.890, -0.003, -0.793], [1.880, -0.373, 0.057], [-0.267, -2.282, 3.385], [-1.612, -2.184, 3.088], [-1.832, 0.658, -0.211], [-2.095, 3.918, -2.093], [-2.171, 4.877, -1.064], [-2.443, 6.198, -1.321], [-2.698, 6.618, -2.638], [-2.970, 7.849, -3.022], [-3.039, 8.929, -2.110], [-2.678, 5.647, -3.668], [-2.379, 4.337, -3.407], [8.750, 4.829, -3.596], [8.513, 3.713, -2.234], [7.468, 5.150, -2.418], [5.740, 2.176, -5.289], [3.815, 0.803, -4.590], [4.499, 2.005, -0.531], [6.389, 3.357, -1.223], [2.054, 2.148, -4.384], [-0.408, 3.062, -4.348], [-3.981, 3.190, -0.170], [-4.739, 1.084, 1.313], [-4.779, -2.353, -0.434], [-6.977, -3.207, 0.267], [-9.161, -4.099, 3.884], [-8.524, -2.541, 4.464], [-7.482, -3.992, 4.458], [-6.249, -1.802, 4.233], [-4.093, -0.926, 3.534], [3.923, -0.823, 3.542], [5.340, -2.063, 5.101], [6.366, -4.988, 7.072], [5.676, -3.346, 7.116], [6.831, -3.803, 5.829], [3.023, -5.587, 4.392], [1.558, -4.314, 2.851], [4.524, -1.905, 1.336], [5.056, -0.503, -0.887], [0.164, -2.727, 4.258], [-2.427, -2.548, 3.681], [-1.936, 4.573, -0.056], [-2.436, 6.909, -0.510], [-3.429, 9.768, -2.685], [-2.049, 9.193, -1.731], [-3.704, 8.727, -1.269], [-2.908, 5.982, -4.669], [-2.441, 3.609, -4.202], [-3.442, -1.503, -2.362], [-2.101, -2.078, -0.814], [-2.608, -4.105, -0.447], [-2.829, -1.299, -3.243], [-3.974, -0.602, -2.042], [-4.146, -2.305, -2.594], [-3.404, -4.137, 0.304], [-1.705, -4.603, -0.086], [-2.929, -4.544, -1.397], [1.531, -4.097, -2.676], [0.412, -2.939, -1.927], [-0.926, -3.075, -2.537], [0.284, -3.160, -0.489], [0.926, -1.576, -2.130], [1.363, -5.077, -2.246], [2.543, -3.764, -2.471], [1.345, -4.115, -3.745]], "largest_force_ev_per_a": 3.01, "lumo_energy_ev": [-10.04, -10.14], "total_charge": 3, "e_homo_ev": [-14.5, -14.4], "e_above_lowest_kcal_mol": 52.9, "gap_ha": [0.1623, 0.1576]}

[4]
{"formula": "C51H46N5OP2ReS", "method": "ωB97M-V with the def2-TZVPD basis set", "species": ["Re", "C", "C", "N", "N", "C", "O", "C", "C", "C", "C", "C", "C", "C", "C", "C", "C", "C", "N", "H", "H", "H", "H", "H", "H", "H", "H", "H", "H", "H", "H", "C", "N", "C", "P", "C", "C", "C", "C", "C", "C", "C", "C", "C", "C", "C", "C", "C", "C", "C", "C", "C", "C", "P", "C", "C", "C", "C", "C", "C", "C", "C", "C", "C", "C", "C", "H", "H", "H", "H", "H", "H", "H", "H", "H", "H", "H", "H", "H", "H", "H", "H", "H", "H", "H", "H", "H", "H", "H", "H", "H", "H", "H", "H", "H", "S", "C", "N", "C", "C", "C", "C", "H", "H", "H", "H", "H"], "xyz": [[-0.781, -0.416, -1.292], [0.413, -1.024, -5.484], [0.030, -1.197, -4.062], [-0.500, -0.225, -3.357], [-0.875, 0.891, -3.952], [-1.755, 1.562, -3.245], [-2.126, 1.065, -2.101], [-2.289, 2.825, -3.699], [-3.260, 3.480, -2.933], [-3.714, 4.723, -3.316], [-3.216, 5.317, -4.469], [-2.273, 4.659, -5.250], [-1.807, 3.417, -4.872], [0.037, -2.462, -3.375], [0.309, -3.669, -4.023], [0.107, -4.864, -3.360], [-0.333, -4.814, -2.045], [-0.565, -3.583, -1.450], [-0.402, -2.420, -2.081], [0.333, 0.025, -5.756], [1.434, -1.368, -5.646], [-0.248, -1.598, -6.135], [-3.648, 3.004, -2.043], [-4.464, 5.226, -2.726], [-3.573, 6.290, -4.766], [-1.915, 5.117, -6.159], [-1.072, 2.893, -5.459], [0.646, -3.657, -5.047], [0.278, -5.806, -3.858], [-0.500, -5.720, -1.486], [-0.910, -3.539, -0.426], [0.130, 2.152, 1.233], [-0.067, 1.390, 2.419], [-0.376, -0.003, 2.273], [0.359, -0.996, 0.844], [0.120, -2.569, 1.729], [1.152, -3.202, 2.409], [0.876, -4.296, 3.212], [-0.421, -4.772, 3.316], [-1.454, -4.151, 2.627], [-1.189, -3.042, 1.844], [2.117, -0.561, 0.800], [2.721, -0.416, -0.449], [4.040, -0.013, -0.540], [4.768, 0.239, 0.615], [4.173, 0.094, 1.858], [2.852, -0.306, 1.958], [-0.163, 2.005, 3.652], [-0.799, 1.373, 4.738], [-0.879, 1.996, 5.964], [-0.354, 3.271, 6.150], [0.278, 3.907, 5.087], [0.389, 3.285, 3.862], [-1.030, 1.747, -0.200], [-2.693, 1.845, 0.518], [-3.207, 2.966, 1.163], [-4.508, 2.931, 1.642], [-5.283, 1.789, 1.508], [-4.762, 0.658, 0.895], [-3.472, 0.691, 0.405], [-0.408, 3.120, -1.212], [-0.894, 4.420, -1.206], [-0.229, 5.390, -1.940], [0.910, 5.067, -2.660], [1.385, 3.764, -2.676], [0.729, 2.791, -1.951], [1.152, 2.032, 0.837], [-0.035, 3.214, 1.437], [-1.467, -0.149, 2.165], [-0.066, -0.528, 3.185], [2.160, -2.826, 2.312], [1.673, -4.758, 3.777], [-0.631, -5.617, 3.953], [-2.462, -4.525, 2.720], [-1.996, -2.530, 1.330], [2.143, -0.628, -1.346], [4.504, 0.099, -1.507], [5.798, 0.552, 0.547], [4.731, 0.305, 2.755], [2.395, -0.408, 2.931], [-1.262, 0.406, 4.624], [-1.368, 1.490, 6.782], [-0.426, 3.756, 7.110], [0.705, 4.888, 5.223], [0.943, 3.782, 3.082], [-2.614, 3.862, 1.287], [-4.920, 3.804, 2.124], [-6.297, 1.784, 1.876], [-5.360, -0.235, 0.796], [-3.062, -0.186, -0.109], [-1.776, 4.684, -0.644], [-0.592, 6.406, -1.937], [1.438, 5.834, -3.205], [2.273, 3.513, -3.236], [1.087, 1.761, -1.939], [2.336, -3.781, -0.587], [3.115, -4.799, 0.518], [4.300, -4.407, 1.047], [4.972, -5.128, 1.967], [4.469, -6.318, 2.411], [3.256, -6.780, 1.875], [2.584, -6.030, 0.944], [4.696, -3.536, 0.705], [5.906, -4.723, 2.322], [5.007, -6.886, 3.152], [2.862, -7.733, 2.195], [1.655, -6.357, 0.506]], "largest_force_ev_per_a": 4.69, "lumo_energy_ev": [-11.34, -10.81], "multiplicity": 2, "total_charge": 3, "e_homo_ev": [-13.9, -14.0], "s_squared": 0.992, "e_above_lowest_kcal_mol": 122.2, "gap_ha": [0.0953, 0.1167]}